No. 1
Formula: C3H5NO
Source: the Open Molecules 2025 dataset
Level of theory: the ωB97M-V functional and the def2-TZVPD basis

Results
- Energy above the lowest of the compared OMol25 structures with the same formula, charge and spin: 126.22 kcal per mole
- Orbital gap: 0.3134 hartree

CARTESIAN COORDINATES (ANGSTROEM)
1 C -1.06599 -0.06111 -0.07154
2 C 0.38736 -0.49036 0.19353
3 O 1.02156 -1.22000 -0.80922
4 C 0.50244 0.95802 0.24616
5 N 0.53201 2.17313 0.24562
6 H -1.29119 -0.09317 -1.14049
7 H -0.63914 1.62498 0.12001
8 H -1.81039 -0.55866 0.55638
9 H 0.49178 -0.91765 1.19780
10 H 1.93508 -1.39498 -0.54822

Atoms 1-3, force components in eV/Å:
C -0.4 -0.1 0.0
C -0.1 0.2 0.3
O 0.2 0.0 0.0

No. 2
Formula: C44H40MnN5O4STe
Source: the Open Molecules 2025 dataset
Level of theory: the ωB97M-V functional and the def2-TZVPD basis

Results
- ⟨S²⟩: 3.8122
- Spin multiplicity: 4
- Orbital gap (spin up / spin down): 0.2778 / 0.2187 hartree
- Net charge: +1

CARTESIAN COORDINATES (ANGSTROEM)
1 Mn 0.33248 -0.52464 0.60425
2 C -1.68392 -5.97834 5.96805
3 C -1.24582 -4.61874 5.51335
4 C -0.07882 -4.02834 6.02235
5 C 0.31118 -2.75304 5.60625
6 C -0.46802 -2.07254 4.67265
7 C -1.63682 -2.64144 4.16205
8 C -2.02202 -3.91454 4.58155
9 S -0.02942 -0.38994 4.14805
10 O -1.32432 0.28376 4.27605
11 O 0.93878 0.03146 5.16045
12 N 0.47608 -0.52464 2.64535
13 C 1.89318 -0.68304 2.18885
14 C 2.87598 -1.01984 3.12045
15 C 4.22218 -1.15824 2.74745
16 C 4.63478 -0.98254 1.43005
17 C 3.69238 -0.67454 0.47295
18 N 2.38818 -0.52464 0.74785
19 H -0.95942 -6.42494 6.65665
20 H -1.78672 -6.64924 5.10915
21 H -2.64512 -5.90924 6.48755
22 H 0.53168 -4.55064 6.75355
23 H 1.20398 -2.29004 6.01485
24 H -2.24322 -2.08434 3.45255
25 H -2.93562 -4.34724 4.18315
26 H 2.64108 -1.17984 4.16625
27 H 4.95288 -1.40174 3.51375
28 H 5.67818 -1.08584 1.16015
29 H 3.96468 -0.53244 -0.56595
30 C 0.68988 3.44936 -5.15695
31 C 0.58868 2.37596 -4.10975
32 C 0.53158 1.03466 -4.47355
33 C 0.45408 0.02176 -3.50535
34 C 0.38068 -1.42714 -3.92105
35 O -0.14842 -2.21644 -3.14865
36 C 0.88528 -1.98614 -5.21995
37 C 0.39728 -3.23314 -5.66695
38 C 0.85018 -3.79504 -6.86375
39 C 1.80758 -3.13144 -7.63025
40 C 2.31968 -1.90894 -7.19645
41 C 1.86908 -1.33984 -6.00115
42 C 0.39248 0.39006 -2.13215
43 O 0.33248 -0.61094 -1.23025
44 C 0.41698 1.77526 -1.73095
45 C 0.54228 2.73346 -2.76395
46 C 0.34418 2.27216 -0.27925
47 N 0.33248 1.40526 0.69055
48 C 0.17338 1.61176 2.12135
49 C -1.20722 2.16736 2.47765
50 Te -2.78182 0.83846 1.85165
51 C -3.42282 2.17396 0.33575
52 C -3.27922 1.82376 -1.01195
53 C -3.71192 2.70046 -2.01265
54 C -4.28492 3.92936 -1.66675
55 C -4.42632 4.28086 -0.32025
56 C -3.99752 3.40316 0.68055
57 C 0.23808 3.74436 0.02145
58 C 1.10458 4.36776 0.94155
59 C 0.98848 5.73296 1.21985
60 C 0.00638 6.49656 0.58785
61 C -0.85752 5.89716 -0.32895
62 C -0.74152 4.53406 -0.61205
63 H 0.71398 3.02416 -6.18285
64 H 1.61918 4.03656 -5.00045
65 H -0.18582 4.12796 -5.08035
66 H 0.52678 0.79596 -5.52555
67 H -0.34672 -3.77394 -5.09505
68 H 0.45848 -4.74784 -7.19595
69 H 2.15938 -3.56934 -8.55535
70 H 3.07468 -1.40274 -7.78435
71 H 2.31988 -0.40964 -5.69135
72 H 0.60908 3.78706 -2.55055
73 H 0.97288 2.24886 2.53475
74 H 0.27748 0.62586 2.62095
75 H -1.36932 3.16966 2.03605
76 H -1.29262 2.29436 3.57715
77 H -2.83542 0.87476 -1.28315
78 H -3.60082 2.42956 -3.05445
79 H -4.61732 4.60896 -2.44055
80 H -4.86832 5.23186 -0.05245
81 H -4.11032 3.67786 1.72135
82 H 1.89258 3.81386 1.42875
83 H 1.66498 6.20006 1.92395
84 H -0.08182 7.55306 0.80525
85 H -1.61892 6.48826 -0.82115
86 H -1.42462 4.09136 -1.32065
87 N 1.23908 -3.36724 0.07905
88 C 0.92508 -4.68294 0.26095
89 C -0.26392 -4.69774 0.94975
90 C -0.58332 -3.34024 1.13475
91 N 0.33248 -2.52624 0.60425
92 H 2.04778 -2.97204 -0.38945
93 H 1.56308 -5.47264 -0.10855
94 H -0.82282 -5.56384 1.27345
95 H -1.44322 -2.91094 1.63285
96 H -1.39622 -0.52464 0.60425

Atoms 1-3, force components in eV/Å:
Mn -2.0 -0.2 -2.8
C 0.1 -0.2 0.1
C 0.3 0.3 0.1

Short version: total energy = -6724.099 -111353.520 eV, in the order given.